Density functional theory data (the ωB97M-V functional and the def2-TZVPD basis) for 3 unconnected molecules or ions with the total composition C17H41NO11P at a distorted geometry.

XYZ file:
```
71
Properties=species:S:1:pos:R:3:forces:R:3
C -2.05781 3.74339 -3.02471 0.2 -0.4 0.5
C -2.73698 4.84106 -2.17372 1.2 0.2 -0.2
O -4.07477 5.18157 -2.57229 -0.7 0.1 0.4
C -4.95010 4.11190 -2.46519 2.3 -0.8 -0.3
N -6.28655 4.53788 -1.93402 -1.1 0.3 0.7
C -7.19320 3.34503 -1.73515 0.0 -0.9 0.3
C -7.54414 2.57590 -3.02963 -0.4 -1.1 1.2
O -7.42654 2.99282 -4.12134 0.4 1.1 -1.3
P -7.02898 5.89184 -2.87348 -0.6 1.8 -3.0
O -6.43214 5.92067 -4.18491 0.8 0.1 -0.2
O -6.78890 7.25169 -2.03979 -0.2 -2.3 0.6
O -8.59417 5.57242 -3.02730 0.9 0.0 1.8
H -1.47886 4.13512 -3.87198 -0.4 0.1 0.3
H -1.35383 3.21012 -2.35914 -0.2 0.2 -0.4
H -2.74057 2.97695 -3.42593 0.1 0.3 0.2
H -2.14228 5.75907 -2.30327 -0.5 -0.2 0.1
H -2.68281 4.61627 -1.08948 -0.4 -0.2 -0.4
H -5.00482 3.57871 -3.42437 -0.9 0.3 0.3
H -4.52993 3.40760 -1.71312 -0.6 0.1 -0.2
H -6.11025 4.91445 -0.99293 0.1 -0.3 -0.1
H -6.66342 2.63160 -1.07667 -0.1 0.4 -0.2
H -8.10804 3.65120 -1.20442 0.3 0.0 -0.3
H -7.92187 1.53310 -2.89408 0.1 0.4 0.6
H -6.58625 7.05929 -1.10741 -0.1 0.8 -0.1
H -8.96842 6.16846 -3.70111 0.0 -0.2 0.0
C 2.37926 -2.29497 -1.52869 0.2 0.1 -0.1
O 2.86375 -0.96882 -1.56820 -0.3 0.0 0.2
C 2.23822 -0.18505 -2.56929 0.4 0.0 0.2
C 2.25087 1.28126 -2.18259 -0.1 0.1 -0.1
O 1.27968 1.62889 -1.19693 0.0 0.0 0.0
C 1.50965 1.15330 0.12724 -0.1 0.1 0.1
C 2.64971 1.84977 0.84582 0.2 -0.4 0.0
O 3.90134 1.37640 0.37777 0.0 0.2 -0.3
C 4.91447 2.35972 0.44110 0.0 -0.2 0.0
H 2.64852 -2.83105 -2.44554 -0.1 -0.1 0.0
H 2.83632 -2.79362 -0.67645 0.1 0.0 -0.1
H 1.29166 -2.30899 -1.39181 0.0 -0.1 -0.1
H 1.20236 -0.50877 -2.72396 0.0 0.0 0.0
H 2.80045 -0.32043 -3.50241 -0.2 0.1 -0.1
H 1.97730 1.86025 -3.06854 -0.1 0.0 0.0
H 3.24652 1.61039 -1.88471 0.1 -0.2 0.1
H 1.62955 0.06920 0.14105 0.2 0.0 0.0
H 0.58917 1.37614 0.67370 0.0 0.1 0.0
H 2.58984 1.62721 1.91906 -0.2 0.2 0.1
H 2.56174 2.93238 0.69888 0.0 0.0 0.0
H 4.62695 3.25095 -0.12810 0.0 0.1 0.1
H 5.81499 1.94388 -0.00778 0.0 -0.1 0.1
H 5.12522 2.63257 1.48009 0.0 0.1 0.0
C 1.29343 -7.79750 3.02322 0.0 0.2 0.0
O 1.70444 -6.47169 3.27944 0.2 -0.2 0.0
C 1.66179 -6.14493 4.66040 -0.1 0.2 -0.3
C 2.67239 -5.06209 4.98904 0.0 0.0 0.2
O 4.01413 -5.52805 5.06819 -0.1 0.0 -0.1
C 4.64666 -5.90064 3.84878 0.1 0.0 0.1
C 4.99996 -4.72820 2.95393 -0.2 -0.2 -0.3
O 3.84508 -4.23298 2.29060 -0.1 0.2 0.2
C 3.91984 -2.84751 2.03229 0.0 -0.2 0.0
H 0.23136 -7.92656 3.26232 0.0 -0.1 0.0
H 1.44787 -7.99796 1.96392 0.0 0.1 0.0
H 1.89401 -8.51057 3.59871 -0.1 0.0 0.0
H 1.87022 -7.02869 5.27313 0.0 0.0 0.0
H 0.65089 -5.78007 4.88660 0.0 0.0 0.2
H 2.44176 -4.68843 5.98986 0.0 -0.1 0.0
H 2.59028 -4.21450 4.30699 -0.1 -0.1 -0.2
H 4.06327 -6.65187 3.31456 -0.1 0.2 -0.1
H 5.58151 -6.38042 4.14791 0.0 0.1 0.1
H 5.70756 -5.06135 2.18425 0.2 0.0 0.1
H 5.46956 -3.94334 3.55698 0.0 0.0 0.0
H 4.07412 -2.28691 2.96127 0.1 0.1 0.0
H 2.97102 -2.53267 1.59912 0.0 -0.1 0.0
H 4.72696 -2.63184 1.32426 0.0 0.2 0.0
```
Forces are in eV/Å.

frontier orbital gap: 6.352 eV
2S+1: 1
LUMO level: -3.835 eV
net charge: +1
molecular weight: 466.48 g/mol

Electronic structure analysis, Mulliken charges in units of e: -0.75, -0.42, -0.38, -1.01, -0.05, -0.68, 0.00, -0.33, 1.04, -0.51, -0.47, -0.47, 0.33, 0.21, 0.26, 0.35, 0.35, 0.38, 0.66, 0.51, 0.47, 0.45, 0.40, 0.31, 0.37, -0.56, -0.22, -0.62, -0.33, -0.40, -0.28, -0.59, -0.22, -0.86, 0.34, -0.02, 0.35, 0.33, 0.43, 0.42, 0.09, 0.06, 0.41, 0.40, 0.35, 0.36, 0.24, 0.32, -0.79, -0.24, -0.59, -0.27, -0.47, -0.37, -0.58, -0.26, -0.84, 0.32, 0.23, 0.34, 0.36, 0.40, 0.41, 0.07, 0.13, 0.42, 0.40, 0.36, 0.45, 0.10, 0.42

Density functional theory data (the ωB97M-V functional and the def2-TZVPD basis) for 3 unconnected molecules or ions with the total composition C17H41NO9P2S3Si at a distorted geometry.

XYZ file:
```
74
Properties=species:S:1:pos:R:3:forces:R:3
C 0.35118 1.24776 0.74637 0.0 -0.4 -0.6
C 0.26190 0.46588 -0.72736 1.1 -1.0 1.3
S 0.38712 1.64335 -2.19289 0.3 -0.3 0.8
C 2.18451 2.26610 -2.37491 0.4 -1.0 0.1
Si 2.04827 4.11150 -3.00419 0.4 -0.1 0.6
C 2.53920 5.42320 -1.68435 0.4 1.3 0.8
C 1.61197 5.43478 -0.33084 1.1 -0.2 1.0
C 0.91887 6.89132 0.00260 1.0 0.1 -1.5
S -0.98589 6.84860 -0.07423 0.9 -1.5 -0.5
C -1.29804 5.75472 -1.61054 0.4 -0.2 -1.7
S -0.97900 6.56395 -3.11168 -0.9 -2.0 2.9
N -1.74242 4.31470 -1.49949 -0.7 4.3 1.6
C -1.92857 3.85641 -0.07130 -1.2 -1.9 0.9
C -3.36512 4.37635 0.61025 0.5 0.8 1.0
O -4.42298 4.59993 -0.39308 1.2 -1.9 -0.4
C -4.30331 3.58880 -1.46917 1.4 -0.3 0.0
C -2.95875 3.99728 -2.33647 -1.2 -2.0 -1.6
H -0.73403 1.25349 1.19140 2.2 0.3 -0.7
H 0.76586 2.34491 0.53969 -1.0 -2.4 0.8
H 1.04130 0.65250 1.50684 -1.4 1.4 -1.7
H 1.14532 -0.31220 -0.82331 -1.7 1.5 0.3
H -0.73336 -0.17849 -0.74560 2.0 1.6 -0.4
H 2.78354 2.16788 -1.37457 -1.1 0.0 -1.9
H 2.65084 1.63611 -3.24659 -0.6 1.0 1.9
H 2.94810 4.34113 -4.16405 0.1 -0.2 0.1
H 0.69156 4.24499 -3.53375 -0.2 0.1 0.1
H 3.66070 5.24603 -1.36966 -2.1 0.4 -0.7
H 2.50042 6.50865 -2.16961 0.1 -2.3 0.9
H 0.86893 4.53112 -0.35169 1.1 1.9 0.0
H 2.35674 5.21921 0.57708 -1.7 0.3 -1.9
H 1.31487 7.29537 1.02779 -1.3 -0.8 -1.9
H 1.22849 7.67844 -0.83946 -0.5 -1.8 1.9
H -1.01267 4.05090 0.63765 -1.9 0.0 -1.7
H -2.04403 2.66886 -0.11879 0.4 2.5 -0.1
H -3.73711 3.62440 1.45850 0.9 1.2 -2.0
H -3.22438 5.42124 1.17028 -0.2 -2.3 -1.5
H -4.17769 2.49368 -1.03198 -0.3 2.2 -0.7
H -5.22124 3.54631 -2.19630 1.7 0.6 1.6
H -3.28728 4.83289 -3.08565 1.2 -1.3 1.6
H -2.68162 3.02911 -2.97387 -0.6 2.1 1.1
C -0.31743 -4.72388 -1.03443 -0.7 0.2 0.2
O 1.00889 -4.25293 -0.86146 -1.0 -3.1 -0.4
P 2.18520 -5.29977 -1.57793 7.1 7.5 0.6
O 3.24050 -4.77532 -0.60188 -1.3 -1.2 0.4
O 2.21015 -4.38746 -2.95008 -0.2 -1.6 -0.2
C 1.93559 -2.99852 -2.91993 -0.1 0.5 -0.3
O 3.36151 -6.34661 -2.29441 -3.4 -0.8 -0.6
C 3.26367 -7.68342 -1.84824 0.2 -0.6 0.3
H -1.00566 -4.00918 -0.57744 0.1 -0.1 0.0
H -0.54651 -4.81710 -2.09598 -0.2 0.0 -0.2
H -0.42827 -5.69436 -0.54397 -0.3 0.1 0.0
H 2.28670 -2.52208 -2.00530 0.0 -0.2 0.1
H 0.86834 -2.83222 -3.04052 -0.1 0.2 0.1
H 2.44072 -2.51753 -3.76965 0.0 -0.5 0.1
H 2.29157 -8.09183 -2.12118 0.1 -0.4 0.0
H 3.39536 -7.72546 -0.76103 0.0 -0.1 0.0
H 4.04855 -8.27341 -2.32282 -0.1 0.1 0.0
C -0.09430 -4.01150 6.28595 0.2 -0.1 0.6
O -1.34015 -3.89269 5.61918 2.9 1.4 -0.8
P -1.16247 -3.52398 3.93828 -9.8 -2.7 -1.7
O -2.55692 -2.89400 3.93322 1.5 0.8 0.7
O -1.28315 -5.11890 3.54153 1.3 0.8 -0.6
C -2.03053 -6.02376 4.33405 -0.2 -0.5 0.2
O -0.98480 -3.15528 2.25739 3.0 -0.7 1.8
C -0.19985 -2.00525 2.01873 0.2 0.6 -0.2
H -0.27946 -4.26279 7.33279 0.0 0.0 -0.1
H 0.50318 -4.79871 5.82621 0.3 -0.1 0.1
H 0.44127 -3.06015 6.23346 0.2 -0.1 0.3
H -2.90794 -5.56040 4.78382 0.1 0.1 0.0
H -1.39476 -6.44647 5.10758 0.0 0.0 0.2
H -2.37182 -6.85420 3.69969 0.3 0.4 -0.1
H 0.80807 -2.16245 2.40038 0.2 0.2 -0.3
H -0.65330 -1.13500 2.50675 0.1 0.0 -0.1
H -0.15419 -1.82449 0.94420 0.0 -0.1 0.1
```
Forces are in eV/Å.

frontier orbital gap: 5.337 eV
SMILES: CCSC[SiH2]CCCSC(=S)N1CCOCC1.COP(=O)(OC)OC.COP(=O)(OC)OC
2S+1: 1
LUMO level: -2.842 eV
molecular weight: 589.75 g/mol

Electronic structure analysis, Mulliken charges in units of e: -0.43, -0.43, -0.08, -0.70, 0.49, -0.76, 0.47, -0.65, -0.10, -0.26, -0.12, 0.52, -0.33, -0.46, -0.38, -0.32, -0.67, 0.19, -0.04, 0.26, 0.18, 0.34, 0.30, 0.36, -0.25, -0.11, 0.27, 0.30, -0.59, 0.41, 0.34, 0.31, 0.34, -0.05, 0.29, 0.26, 0.21, 0.33, 0.39, 0.21, -0.85, -0.14, 0.87, -0.60, -0.35, -0.60, -0.26, -0.74, 0.20, 0.41, 0.32, 0.28, 0.24, 0.34, 0.32, 0.33, 0.23, -0.79, -0.32, 0.87, -0.61, -0.25, -0.66, -0.19, -0.53, 0.24, 0.34, 0.33, 0.33, 0.25, 0.25, 0.40, 0.45, -0.14

Density functional theory data (the ωB97M-V functional and the def2-TZVPD basis) for 3 unconnected molecules or ions with the total composition C17H42BrN3O5P at a distorted geometry.

XYZ file:
```
69
Properties=species:S:1:pos:R:3:forces:R:3
C -4.17110 0.79886 -1.56966 -0.4 -0.4 -0.4
C -3.85690 0.66733 -3.20706 -1.4 1.0 0.0
C -2.48758 1.45170 -3.65117 -0.5 0.2 -0.2
C -1.39404 0.54013 -4.46381 0.4 0.2 -0.3
N -1.39057 -0.93011 -4.10822 1.4 0.7 -0.9
C -0.35816 -1.17183 -2.98821 -0.8 -0.6 1.9
P -0.70175 -2.95536 -2.38300 -1.2 2.3 -2.0
O -2.42145 -3.00096 -2.07299 0.6 0.3 2.6
Br 0.36634 -3.19653 -0.37094 -0.1 0.3 0.4
H -3.62201 1.73393 -1.11278 -1.0 -2.0 -0.8
H -3.86768 -0.19823 -1.03373 -0.3 2.1 -0.9
H -5.33298 0.94412 -1.35270 2.4 -0.3 -0.6
H -4.75717 1.25167 -3.72909 1.8 -1.2 1.0
H -3.93923 -0.44220 -3.59427 0.6 2.2 1.0
H -2.78565 2.34705 -4.38120 0.6 -1.9 1.6
H -2.06216 1.97151 -2.68169 -0.5 -1.2 -2.0
H -1.57644 0.61192 -5.64109 0.2 0.0 2.5
H -0.32958 0.99109 -4.23090 -1.8 -0.7 -0.6
H -0.97276 -1.41391 -4.95860 -0.7 0.9 1.4
H -0.53041 -0.36864 -2.14218 0.2 -1.5 -1.4
H -2.62457 -2.59707 -1.15939 0.5 -0.6 -2.2
C -5.70042 0.82368 2.24818 0.3 0.0 -0.3
O -4.80585 1.75306 1.65155 -0.5 0.2 0.5
C -5.03818 3.10335 2.07242 0.7 0.1 -0.1
C -3.86070 3.60691 2.92289 -0.5 -0.5 0.0
N -3.82877 2.94756 4.23092 0.1 0.0 -0.1
C -2.60002 3.20519 4.98873 0.0 -0.4 -0.1
C -1.28360 2.65707 4.40240 0.0 -0.1 0.6
O -1.21035 1.23029 4.39114 0.0 0.7 -0.2
C -1.78046 0.62035 3.24229 0.2 -0.4 0.1
H -5.53992 -0.15153 1.78135 0.1 0.2 0.0
H -5.50367 0.72845 3.31828 -0.2 0.0 0.1
H -6.74136 1.12016 2.08188 0.0 0.0 0.1
H -5.99270 3.21446 2.60262 0.2 -0.2 0.1
H -5.09460 3.70964 1.16307 0.0 0.0 0.0
H -3.95930 4.68849 3.06689 0.0 -0.1 0.0
H -2.94037 3.41534 2.36329 0.0 0.1 -0.2
H -3.91540 1.94103 4.09743 0.0 0.3 0.0
H -2.74261 2.75315 5.97705 0.1 0.0 -0.1
H -2.50025 4.28613 5.15067 0.0 -0.1 -0.1
H -0.47409 2.98966 5.06330 -0.1 -0.1 0.0
H -1.05292 3.07245 3.41607 -0.2 -0.1 -0.1
H -1.69259 1.24455 2.34813 -0.1 0.0 0.1
H -2.82424 0.36760 3.43184 -0.2 0.0 -0.2
H -1.24916 -0.31821 3.05757 0.0 0.2 0.0
C 7.96212 -1.62872 0.55133 -0.1 -0.4 -0.2
O 7.16551 -2.79858 0.42176 0.2 0.5 0.4
C 6.00626 -2.78295 1.26454 -0.5 -0.4 -0.5
C 4.72960 -2.68607 0.41360 0.5 0.5 0.2
N 4.59951 -1.36283 -0.20187 0.3 -0.2 0.1
C 3.53808 -1.28609 -1.21082 0.1 0.1 -0.3
C 3.71548 -2.13598 -2.48494 -0.7 0.5 0.0
O 4.80114 -1.71201 -3.31125 0.3 -0.5 0.2
C 6.05909 -2.27244 -2.96432 -0.3 0.3 -0.4
H 8.88076 -1.77681 -0.02217 -0.1 -0.1 0.0
H 7.44131 -0.75827 0.14639 0.0 0.2 0.1
H 8.23180 -1.45264 1.59793 0.0 0.1 0.0
H 6.04974 -1.98370 2.01545 0.0 0.0 -0.2
H 5.99546 -3.73722 1.80022 0.0 0.0 0.0
H 3.85875 -2.87409 1.05120 0.0 0.0 -0.1
H 4.77666 -3.47081 -0.34720 0.0 -0.3 0.1
H 5.48170 -1.11630 -0.64842 -0.3 -0.1 0.2
H 3.47119 -0.23479 -1.51372 -0.1 -0.2 -0.1
H 2.57901 -1.53758 -0.74014 0.2 0.0 -0.2
H 2.81166 -1.99958 -3.09093 0.1 0.1 0.1
H 3.77437 -3.20879 -2.27467 0.2 0.0 0.1
H 5.96880 -3.27700 -2.54054 0.0 0.1 0.1
H 6.58572 -1.61181 -2.27475 0.2 -0.2 0.2
H 6.66365 -2.33822 -3.87398 -0.1 0.0 0.0
```
Forces are in eV/Å.

frontier orbital gap: 5.004 eV
2S+1: 1
LUMO level: 2.598 eV
net charge: -1
molecular weight: 479.42 g/mol

Electronic structure analysis, Mulliken charges in units of e: -0.59, -0.25, -0.61, -0.66, -0.29, -0.52, 0.18, -0.51, -0.34, 0.13, 0.05, 0.23, 0.24, 0.29, 0.28, 0.26, 0.33, 0.27, 0.24, 0.07, 0.25, -0.89, -0.15, -0.89, -0.21, -0.35, -0.66, -0.49, -0.43, -0.53, 0.24, 0.35, 0.35, 0.42, 0.36, 0.39, 0.19, 0.10, 0.36, 0.39, 0.34, 0.36, 0.28, 0.15, 0.32, -0.73, -0.34, -0.79, -0.15, -0.35, -0.45, -0.37, -0.43, -0.53, 0.23, 0.31, 0.34, 0.40, 0.38, 0.36, 0.17, 0.14, 0.25, 0.21, 0.28, 0.26, 0.26, 0.17, 0.29

Density functional theory data (the ωB97M-V functional and the def2-TZVPD basis) for 6 unconnected molecules or ions with the total composition C17H42FN5O7S at a distorted geometry.

XYZ file:
```
73
Properties=species:S:1:pos:R:3:forces:R:3
N -1.69916 -4.55817 -0.25811 0.1 0.1 0.0
C -0.85234 -3.39414 -0.52775 0.0 -0.2 0.2
N -0.18555 -3.52209 -1.80575 -0.3 -0.3 0.0
N 0.18580 -3.39675 0.50153 -0.2 0.5 -0.1
C -1.60523 -2.04555 -0.50942 0.3 0.2 -0.2
N -2.80950 -2.04702 -1.38084 -0.1 0.6 0.8
C -3.97364 -2.70233 -0.79288 0.0 -0.2 -0.2
C -4.73450 -3.52570 -1.60288 0.0 -0.1 -0.3
C -5.82497 -4.17076 -1.04734 0.0 0.1 0.1
C -6.10886 -3.95077 0.29188 0.0 -0.1 -0.1
C -5.28750 -3.09140 1.00186 -0.2 -0.1 0.2
N -4.23004 -2.47465 0.48101 0.1 0.0 -0.1
S -3.22766 -0.55803 -1.96337 0.1 -0.4 -0.7
O -2.07322 0.18407 -2.31887 0.1 -0.1 0.1
O -4.30507 -0.73485 -2.86617 -0.1 0.1 0.1
F -3.82194 0.15980 -0.70856 0.0 0.0 0.1
H -2.27205 -4.76976 -1.06358 -0.1 0.0 0.0
H -2.31400 -4.40742 0.53337 0.0 0.0 0.0
H -0.88405 -3.47825 -2.54406 0.1 0.2 0.0
H 0.20180 -4.46125 -1.84474 0.2 0.1 0.0
H -0.26482 -3.31927 1.40942 0.1 -0.2 0.0
H 0.73769 -2.54828 0.39874 0.1 -0.1 -0.1
H -1.84037 -1.74286 0.51202 -0.3 -0.2 0.0
H -0.92898 -1.29838 -0.92078 0.0 0.0 0.0
H -4.46928 -3.64626 -2.64424 0.0 0.0 0.0
H -6.44272 -4.82173 -1.65060 0.0 0.0 0.0
H -6.95164 -4.41931 0.77941 0.0 0.1 0.0
H -5.50330 -2.89002 2.04529 0.1 0.0 0.0
C 2.27211 -0.91421 -2.02343 0.1 0.0 0.0
C 2.19734 0.52017 -2.50604 -0.2 0.0 0.1
O 1.05805 0.76194 -3.32352 0.1 0.0 0.0
H 2.28564 -1.60412 -2.86682 0.0 0.0 0.0
H 3.16760 -1.07689 -1.42022 0.0 0.0 0.0
H 1.39952 -1.16856 -1.41971 0.0 0.0 0.0
H 3.06438 0.75872 -3.12137 0.0 0.1 0.0
H 2.19542 1.20882 -1.65356 0.1 0.0 0.0
H 0.26462 0.57510 -2.81035 -0.1 0.0 0.0
C 5.68100 3.32258 -2.74217 -0.1 -0.1 0.0
C 6.62838 2.28526 -2.17105 -0.1 0.0 -0.1
O 5.99807 1.01939 -1.98938 0.0 0.0 0.0
H 4.81438 3.44918 -2.09405 0.0 0.1 0.0
H 6.17396 4.28996 -2.84536 0.0 0.0 0.0
H 5.31946 3.01544 -3.72700 0.0 0.0 0.0
H 6.97700 2.58651 -1.18344 0.0 0.0 0.0
H 7.50586 2.17143 -2.81745 0.0 0.0 0.0
H 5.68900 0.72095 -2.85023 0.0 0.0 0.0
C 5.39281 4.94884 1.28517 0.0 0.0 -0.1
C 5.71427 5.93854 0.18178 -0.1 0.0 0.1
O 4.66842 6.02849 -0.78162 0.1 0.0 0.0
H 5.20563 3.95965 0.86416 0.0 0.0 0.0
H 6.21427 4.87549 1.99878 0.0 0.0 0.0
H 4.50017 5.24992 1.83497 0.0 0.0 0.1
H 6.59977 5.62526 -0.37130 0.0 0.0 0.0
H 5.91510 6.92913 0.60462 0.1 0.0 0.0
H 3.87004 6.31722 -0.32943 0.0 0.0 0.0
C 5.90331 2.80904 5.65935 0.0 0.0 -0.1
C 5.82341 4.27144 5.26424 -0.1 0.0 0.1
O 4.63594 4.56870 4.53582 0.0 0.0 0.0
H 5.85492 2.17422 4.77438 0.0 0.0 0.0
H 6.83164 2.59769 6.19162 0.0 0.0 0.0
H 5.06861 2.53863 6.31041 0.0 0.0 0.0
H 6.64962 4.53394 4.60453 0.0 0.0 0.0
H 5.88612 4.91080 6.15134 0.1 0.0 0.0
H 3.88314 4.36119 5.09774 0.0 0.0 0.0
C -10.20992 -2.06268 0.16532 0.1 0.0 0.0
C -10.13352 -3.10598 1.26363 0.0 0.1 0.0
O -8.87253 -3.09122 1.93076 0.0 0.0 0.0
H -9.41429 -2.21828 -0.56406 0.0 0.0 0.0
H -11.17026 -2.10718 -0.34963 0.0 0.0 0.0
H -10.09116 -1.05796 0.57725 0.0 0.0 0.0
H -10.23829 -4.10780 0.84904 0.0 0.0 0.0
H -10.93885 -2.95770 1.99005 0.0 0.0 0.0
H -8.75509 -2.21990 2.32167 0.0 0.0 0.0
```
Forces are in eV/Å.

frontier orbital gap: 9.993 eV
SMILES: NC(N)(N)CN(c1ccccn1)S(=O)(=O)F.CCO.CCO.CCO.CCO.CCO
2S+1: 1
LUMO level: 0.455 eV
molecular weight: 479.62 g/mol

Electronic structure analysis, Mulliken charges in units of e: -0.68, 0.39, -0.47, -0.64, -0.79, 0.52, -0.04, -0.51, -0.55, -0.38, -0.60, -0.30, 1.16, -0.57, -0.61, -0.26, 0.31, 0.27, 0.27, 0.33, 0.30, 0.32, 0.31, 0.43, 0.48, 0.43, 0.44, 0.44, -0.68, -0.08, -0.52, 0.27, 0.42, -0.10, 0.15, 0.19, 0.31, -0.96, -0.28, -0.51, 0.19, 0.33, 0.40, 0.26, 0.28, 0.29, -0.76, -0.37, -0.50, 0.20, 0.18, 0.36, 0.25, 0.33, 0.29, -1.02, -0.22, -0.48, 0.27, 0.32, 0.32, 0.27, 0.28, 0.28, -0.97, -0.29, -0.46, 0.24, 0.34, 0.32, 0.27, 0.30, 0.27

no.,total energy (hartree)
1,-1895.73227
2,-3570.58097
3,-4128.57653
4,-1971.40858